ORCA calculation (the ωB97M-V functional and the def2-TZVPD basis) on 9 unconnected molecules or ions with the total composition C19H58N2O11 at a distorted geometry.

The geometry in XYZ format:
```
90
Properties=species:S:1:pos:R:3:forces:R:3:mulliken_charge:R:1
C 4.798989 -0.961874 -0.732531 -0.43 0.55 0.15 -0.926
O 3.718189 -1.619476 -1.399642 0.81 0.12 0.85 -0.238
C 2.921794 -0.724139 -2.146249 -0.30 -0.61 -0.66 -0.514
C 2.025296 -1.559804 -3.038539 -0.46 0.45 0.04 -0.928
N 0.919431 -2.177464 -2.296943 0.62 -0.45 -0.09 -0.108
C 0.169761 -3.128100 -3.106254 -0.88 -0.82 0.17 -0.928
C -1.048992 -3.761871 -2.332922 1.51 -0.08 -0.93 -0.584
O -0.575237 -4.668663 -1.319532 -1.65 0.59 0.99 -0.268
C -1.693017 -5.286476 -0.573289 0.73 -0.36 -1.24 -0.825
H 4.462853 -0.213821 -0.014520 -0.53 0.12 0.10 0.369
H 5.409921 -0.388301 -1.429584 0.25 -0.29 -0.28 0.380
H 5.408370 -1.636068 -0.130675 -0.11 -0.45 -0.51 0.274
H 3.544494 -0.165294 -2.844846 0.28 0.46 0.21 0.426
H 2.320422 -0.068872 -1.516085 0.13 0.19 0.17 0.284
H 2.686673 -2.291478 -3.502594 0.00 -0.30 -0.29 0.352
H 1.621503 -0.919195 -3.822549 -0.08 0.06 -0.09 0.542
H 1.441271 -2.851956 -1.755808 -0.06 0.19 1.30 0.129
H 0.845571 -3.918403 -3.433067 0.01 -0.55 0.05 0.432
H -0.170785 -2.726178 -4.060497 -0.38 0.54 0.18 0.510
H -1.611739 -4.318030 -3.082644 -0.24 -0.24 -0.06 0.413
H -1.687328 -2.947219 -1.990925 0.00 -0.02 0.59 0.322
H -2.440282 -4.646749 -0.103783 0.37 0.75 -0.20 0.306
H -1.336293 -5.962409 0.203870 0.59 0.28 -0.15 0.273
H -2.222610 -5.915230 -1.289034 -0.22 -0.08 -0.09 0.348
C 3.583248 3.348164 -5.269051 0.42 0.53 0.30 -0.690
O 3.034901 4.193814 -4.268573 -0.26 0.17 0.02 -0.304
C 1.614939 4.248195 -4.228607 -0.72 0.35 0.58 -0.205
C 1.122675 5.408154 -3.364962 1.16 0.53 -0.10 -0.998
N 1.493486 5.328871 -1.953840 -1.06 -0.54 -0.05 -0.361
C 0.702319 4.339792 -1.193059 0.91 0.52 0.91 -0.325
C 1.137081 4.453175 0.278152 0.27 0.23 -0.34 -0.791
O 2.421434 3.840329 0.464805 -0.34 -0.93 0.61 -0.250
C 2.893748 4.000287 1.812264 -0.32 0.84 -0.21 -0.825
H 3.270899 2.311158 -5.145878 -0.56 0.00 -0.46 0.222
H 4.668743 3.302033 -5.181448 0.07 0.32 0.56 0.254
H 3.446257 3.826466 -6.238872 -0.58 -0.58 -0.33 0.315
H 1.202657 3.346410 -3.775922 0.11 -0.50 -0.18 0.216
H 1.084411 4.423675 -5.164471 0.61 -0.35 -0.73 0.376
H 0.064153 5.598381 -3.542299 -0.29 -0.58 0.47 0.433
H 1.540921 6.334034 -3.759807 0.45 0.06 -0.08 0.362
H 2.438826 4.976217 -1.908408 0.40 0.27 -0.06 0.295
H 0.884582 3.319013 -1.529043 -0.22 -0.27 -0.05 0.155
H -0.363356 4.565460 -1.231749 0.00 0.08 -0.23 0.425
H 0.368294 4.088350 0.959314 0.08 -0.64 0.11 0.458
H 1.212600 5.517849 0.499220 0.14 0.28 0.01 0.352
H 2.188926 3.708733 2.590925 -0.76 0.27 -0.25 0.325
H 3.128433 5.063457 1.864355 0.12 0.09 0.73 0.318
H 3.757076 3.424392 2.145579 0.35 -0.19 -1.22 0.252
C -1.487468 -1.626793 1.875089 0.62 -0.52 0.39 -0.510
O -1.557725 -0.600386 0.921421 -0.29 0.44 -0.37 -0.495
H -2.461287 -2.036196 2.143699 -0.18 0.04 -0.28 0.208
H -0.842352 -2.415837 1.488640 -0.14 -0.33 0.20 0.258
H -1.033340 -1.273883 2.801013 0.06 0.17 0.09 0.207
H -0.985006 -0.856401 0.194743 -0.01 0.16 -0.12 0.304
C 3.877929 -5.358099 0.800045 -0.40 -0.33 0.68 -0.660
O 3.072542 -4.178678 0.867674 0.35 -0.45 0.11 -0.423
H 4.307123 -5.608426 -0.170135 -0.44 0.18 -0.29 0.270
H 4.699524 -5.473535 1.506993 0.32 0.98 0.27 0.303
H 3.221883 -6.141193 1.180132 -0.22 -0.18 -0.66 0.247
H 3.527492 -3.374670 0.606532 0.33 -0.14 -0.22 0.236
C 2.463201 -1.061341 4.943603 0.46 0.86 1.27 -0.423
O 2.406410 -0.348412 6.210638 0.17 -0.54 -0.42 -0.543
H 2.134307 -0.339848 4.195689 -0.28 -0.62 -0.46 0.199
H 3.512968 -1.299822 4.772749 -0.02 0.08 -0.03 0.217
H 1.927974 -2.007349 5.025571 -0.29 0.19 -0.43 0.247
H 1.489283 -0.357727 6.494133 -0.07 0.02 0.07 0.302
C -4.498598 1.196048 4.303553 0.21 0.13 -0.23 -0.540
O -4.359765 1.507428 5.681599 0.01 -0.33 0.14 -0.518
H -5.150180 1.932932 3.833924 -0.11 -0.20 -0.27 0.305
H -3.533824 1.185857 3.796384 0.17 0.21 -0.08 0.270
H -4.894472 0.189812 4.166202 -0.28 0.13 0.35 0.197
H -4.213219 2.454128 5.744052 0.05 -0.01 0.10 0.297
C -6.774367 0.151287 0.469494 -0.38 0.89 -2.23 -0.544
O -7.797993 0.999581 0.950571 -0.64 -0.32 1.57 -0.521
H -6.758610 -0.888816 0.795110 -0.16 0.50 1.06 0.264
H -7.067985 0.046453 -0.574973 0.70 -0.32 -0.58 0.294
H -5.821712 0.680392 0.494090 0.30 -0.57 0.29 0.207
H -7.642877 1.904026 0.668583 0.20 -0.18 -0.09 0.301
C -3.059636 1.324803 -4.037090 0.20 -1.69 0.49 -0.328
O -3.888244 1.207599 -5.162122 -0.01 1.02 -1.38 -0.536
H -2.466086 2.232555 -3.928522 -1.07 0.60 -0.27 0.200
H -3.726533 1.050470 -3.219715 0.70 0.59 0.87 0.213
H -2.245496 0.601781 -4.087263 0.03 -0.55 0.11 0.143
H -4.233432 0.314553 -5.232299 0.17 0.02 0.19 0.312
C -2.828072 -2.686538 7.100475 -0.72 0.68 -0.01 -0.531
O -1.997965 -1.547575 7.042756 0.72 0.41 -0.33 -0.488
H -2.516450 -3.441821 6.378990 0.36 -0.18 0.38 0.223
H -2.851278 -2.994495 8.145817 -0.03 -0.66 -0.20 0.234
H -3.840041 -2.416459 6.798701 -0.23 -0.07 0.13 0.243
H -2.512131 -0.754748 6.873474 -0.12 -0.08 -0.01 0.313
```
Forces are in eV/Å.

Its frontier orbital gap is 0.3365 hartree. Its largest force on an atom is 2.434 eV Å⁻¹. Its SMILES is COCCNCCOC.COCCNCCOC.CO.CO.CO.CO.CO.CO.CO. The calculation puts the energy relative to the best compared isomer or geometry (same formula, charge and spin) at 108.0 kcal per mole. Its total energy is -46138.05015 eV.

=====

ORCA calculation (the ωB97M-V functional and the def2-TZVPD basis) on 9 unconnected molecules or ions with the total composition C36H59ClN8O5 at a distorted geometry.

The geometry in XYZ format:
```
109
Properties=species:S:1:pos:R:3:forces:R:3:mulliken_charge:R:1
C -13.797230 -13.707250 -7.807740 -1.70 -0.58 -0.41 -1.271
C -12.911110 -12.919990 -6.950320 1.18 -0.01 2.15 -0.325
N -13.536730 -11.775700 -6.076250 -0.71 -0.02 -0.65 0.163
C -14.123010 -10.781660 -7.068060 -0.03 0.98 0.55 -1.217
C -14.663610 -12.387000 -5.142960 -0.79 1.24 -0.57 -0.347
C -15.770940 -11.378420 -4.679710 1.79 -0.05 0.66 -1.193
C -12.436730 -11.104730 -5.173700 -0.57 0.08 -1.32 -0.661
C -11.504480 -10.054620 -5.879200 -0.12 -0.56 0.49 -0.594
O -12.056900 -8.757430 -5.945770 0.83 0.79 0.61 -0.311
C -11.029630 -7.670400 -6.039150 -2.08 -0.42 -0.52 -0.764
H -14.280280 -14.521520 -7.267630 -0.31 0.27 0.28 0.388
H -13.186480 -14.287060 -8.499770 -0.10 0.60 -0.55 0.391
H -14.570760 -13.062330 -8.224680 0.09 -0.46 -0.82 0.294
H -12.068540 -12.527510 -7.519650 -0.09 0.45 0.35 0.435
H -12.568620 -13.687370 -6.256110 0.72 0.59 0.50 0.351
H -14.205650 -9.775180 -6.657860 -0.07 -0.25 0.74 0.398
H -15.129870 -11.047250 -7.390240 0.37 -0.43 -0.12 0.434
H -13.438520 -10.573400 -7.890380 -0.02 -0.80 -0.13 0.419
H -14.164850 -12.824610 -4.278180 0.13 0.00 -0.25 0.450
H -15.248920 -13.133050 -5.680480 0.82 -0.29 -0.29 0.270
H -16.559910 -11.153340 -5.397310 0.21 -0.21 0.07 0.353
H -15.295690 -10.466650 -4.317890 -0.09 0.34 -0.29 0.326
H -16.152080 -11.793030 -3.746470 -0.48 -0.23 -0.29 0.410
H -11.929760 -11.985420 -4.779410 0.48 0.32 -0.07 0.475
H -12.911180 -10.592410 -4.336730 -0.36 -0.07 -0.19 0.382
H -11.185670 -10.353770 -6.877680 0.06 -0.38 -0.09 0.323
H -10.627610 -10.047190 -5.231790 0.26 -0.03 -0.01 0.520
H -10.705330 -7.623860 -7.078740 0.67 -0.31 0.21 0.316
H -10.261510 -7.675940 -5.265810 0.06 -0.59 -0.21 0.319
H -11.598930 -6.749300 -5.914300 -0.13 -0.14 0.22 0.261
Cl -12.840550 -20.709110 -3.800450 -0.18 2.33 -0.22 1.536
O -12.373090 -20.104130 -5.079180 -0.44 -0.79 1.55 -0.651
O -11.895690 -21.618800 -3.257880 1.20 -0.75 0.04 -0.612
O -12.996650 -19.605190 -2.796000 -0.45 -1.35 -1.55 -0.655
O -14.065260 -21.439580 -4.048810 -0.14 0.71 0.17 -0.619
C -18.833660 -5.647210 -10.179110 0.94 -0.59 -0.39 -1.196
C -19.649720 -6.329190 -9.070260 -0.18 1.18 -0.78 -0.236
C -20.854270 -7.013060 -9.746500 -0.51 -1.00 0.09 -0.489
C -20.700990 -8.433000 -10.162470 0.34 -0.51 0.68 0.222
N -20.576920 -9.542700 -10.461580 -0.07 0.97 0.15 -0.420
H -19.313460 -4.954640 -10.870660 -0.81 -0.09 0.42 0.337
H -18.518560 -6.480140 -10.807640 0.29 0.04 -0.30 0.303
H -17.922230 -5.109770 -9.917290 0.02 -0.23 0.63 0.337
H -20.040680 -5.613380 -8.347160 -0.12 0.18 -0.14 0.272
H -19.041040 -6.993090 -8.456390 -0.01 -0.30 -0.40 0.291
H -21.191710 -6.589370 -10.692400 0.30 0.85 0.14 0.266
H -21.699670 -6.908780 -9.066420 -0.18 -0.48 -0.11 0.313
C -6.990060 -18.978180 -12.601610 -0.18 -1.01 -0.06 -1.123
C -6.278390 -18.960550 -11.230180 -1.10 -1.09 -0.84 -0.406
C -5.528430 -17.706350 -11.023330 0.52 1.74 1.01 -0.486
C -6.404200 -16.491880 -10.774640 -0.36 0.24 -0.37 0.282
N -7.115500 -15.585980 -10.613390 1.17 -1.41 -0.18 -0.436
H -7.704020 -19.801620 -12.584420 -0.36 0.20 -0.03 0.314
H -6.367890 -19.241280 -13.457050 0.63 0.08 0.24 0.330
H -7.491190 -18.065970 -12.925430 -0.14 0.13 0.60 0.335
H -5.612970 -19.818450 -11.133610 0.35 0.09 -0.40 0.297
H -6.978340 -19.183470 -10.424900 -0.30 0.52 -0.02 0.337
H -4.850740 -17.544770 -11.861620 -0.21 0.40 -0.15 0.273
H -4.865640 -17.793720 -10.162410 -0.05 0.11 0.20 0.283
N -2.686360 -7.518640 -1.641910 -0.10 0.99 1.14 0.011
C -3.607110 -8.453340 -1.470420 -1.30 -3.26 -0.55 -0.335
C -3.877070 -9.067350 -2.704410 -0.44 2.37 0.14 -0.506
C -3.304840 -8.148360 -3.688740 0.59 -1.63 1.14 -0.375
C -2.502120 -7.309950 -2.959290 0.37 1.65 -1.12 -0.461
H -2.358970 -6.998130 -0.840670 0.23 0.25 -0.64 0.216
H -4.050400 -8.656190 -0.506710 0.38 -0.23 0.04 0.355
H -4.552750 -9.888740 -2.891950 0.01 0.15 0.08 0.358
H -3.358980 -8.216880 -4.765210 0.06 0.01 0.13 0.386
H -1.943220 -6.426330 -3.229910 0.18 -0.28 -0.37 0.352
N -20.228820 -18.182050 0.181070 -2.28 0.96 -0.19 -0.014
C -19.774860 -17.841470 -1.056310 1.36 -0.32 -0.79 -0.463
C -20.727760 -17.171060 -1.818160 1.03 -0.78 1.83 -0.370
C -21.793280 -17.040650 -0.932450 -1.71 -0.12 2.22 -0.346
C -21.555230 -17.706580 0.311850 1.92 0.91 -2.33 -0.472
H -19.784550 -18.645910 0.960540 0.40 0.04 -0.65 0.211
H -18.747670 -18.042660 -1.322360 -0.07 -0.28 -0.03 0.396
H -20.654130 -16.771540 -2.818850 0.17 -0.13 0.20 0.381
H -22.625910 -16.385160 -1.140900 -0.37 -0.37 0.13 0.344
H -21.992910 -17.750300 1.298230 -0.43 0.09 -0.40 0.333
N -11.461550 -15.239230 -17.333110 -2.61 -0.68 0.11 -0.028
C -12.484910 -16.042540 -17.873320 0.59 -0.50 -0.02 -0.429
C -13.428220 -16.428590 -16.893200 3.06 2.23 0.20 -0.407
C -12.953500 -15.704150 -15.701820 -0.46 -0.49 -1.75 -0.222
C -11.837000 -14.963630 -16.060020 0.15 -0.46 1.78 -0.579
H -10.708620 -14.785530 -17.830460 -0.39 -0.22 0.01 0.217
H -12.268580 -16.250460 -18.910800 -0.79 -0.54 -0.06 0.365
H -14.263980 -17.111840 -16.860480 0.15 0.13 -0.60 0.372
H -13.506360 -15.818770 -14.781170 0.50 0.47 0.23 0.355
H -11.177050 -14.374500 -15.440520 -0.21 0.06 0.09 0.356
N -10.540900 -13.501970 1.041580 -2.00 0.02 -0.06 -0.006
C -10.172680 -12.225690 1.150730 2.45 2.22 1.36 -0.534
C -11.259080 -11.374310 1.121430 3.34 2.12 -0.16 -0.352
C -12.307620 -12.125890 0.781580 -3.31 -1.85 0.19 -0.379
C -11.902010 -13.415910 0.882160 -0.96 -2.74 -1.09 -0.485
H -10.025330 -14.350940 1.224710 0.00 0.40 -0.17 0.225
H -9.147300 -11.949260 1.347130 0.00 -0.11 0.03 0.365
H -11.251440 -10.309040 1.299000 0.28 -0.04 -0.24 0.383
H -13.329730 -11.832720 0.592510 0.03 0.02 0.18 0.406
H -12.508680 -14.304370 0.787270 0.15 -0.05 -0.09 0.381
N -5.801300 -0.824350 -3.158880 1.22 -2.26 1.01 0.024
C -5.825650 -1.300340 -4.424820 0.54 -1.49 0.03 -0.508
C -6.324440 -0.304550 -5.170330 0.18 0.12 -3.31 -0.313
C -6.584710 0.801270 -4.411150 0.03 0.60 1.46 -0.253
C -6.197670 0.426490 -3.125320 -2.01 3.10 0.24 -0.573
H -5.460030 -1.343220 -2.362380 -0.15 0.18 -0.19 0.201
H -5.441560 -2.274690 -4.688440 -0.08 0.12 0.10 0.368
H -6.344750 -0.202410 -6.245300 -0.22 -0.71 -0.10 0.344
H -7.016330 1.677130 -4.872660 0.14 0.28 0.76 0.366
H -6.403820 0.922690 -2.188470 0.34 0.05 -0.02 0.343
```
Forces are in eV/Å.

Its frontier orbital gap is 0.2321 hartree. Its largest force on an atom is 3.961 eV Å⁻¹. The calculation puts the energy relative to the best compared isomer or geometry (same formula, charge and spin) at 143.0 kcal per mole. Its total energy is -72952.88873 eV.